Below is a molecular structure, C48H57AlAsBrN2O5S in a non-equilibrium geometry, with properties calculated with the ωB97M-V functional and the def2-TZVPD basis.

Calculated values
ΔE to the lowest compared entry with this formula, charge and spin (kJ/mol): 198.8
E_HOMO (eV): -7.707
Kohn-Sham gap (eV): 7.8
Energy (eV): -212233.5612

The geometry in ORCA input format:
```
! wB97M-V def2-TZVPD RIJCOSX def2/J DEFGRID3
* xyz 0 1
Al 10.68291 14.16630 10.22253
C 11.89963 21.66768 12.12067
C 10.63416 21.36896 11.39090
C 10.62327 22.17424 10.11291
C 9.43204 21.95250 12.24660
C 10.55474 19.86985 10.97559
C 10.48897 18.90733 11.98454
C 10.50392 17.55168 11.75848
Br 10.80475 16.41032 13.26658
C 10.42128 17.10155 10.41885
O 10.17630 15.82318 10.15788
C 10.40733 18.02575 9.35819
C 10.43493 19.39736 9.68385
C 10.45232 17.56330 7.88361
C 9.32704 16.71493 7.40808
C 11.79000 16.80770 7.72366
C 10.41780 18.77834 6.96194
H 12.00301 22.69204 12.18481
H 12.71024 21.16868 11.59799
H 11.91341 21.21180 13.13320
H 10.63047 23.21634 10.37743
H 9.75702 21.96409 9.49104
H 11.41431 22.00444 9.45307
H 9.65905 23.01498 12.54393
H 9.32274 21.28973 13.13103
H 8.56148 21.79098 11.57634
H 10.38844 19.24330 13.01902
H 10.37927 20.13727 8.92345
H 9.30844 15.84407 8.06201
H 9.49291 16.40445 6.30471
H 8.40903 17.26775 7.50412
H 11.92456 15.92475 8.36411
H 12.55122 17.61934 7.94645
H 11.81839 16.43890 6.67396
H 9.51204 19.27491 7.02120
H 10.56031 18.26875 5.87188
H 11.33326 19.43826 7.00701
O 12.42289 14.18137 10.46718
As 13.99950 14.66030 10.86098
C 14.25883 16.53475 10.96021
C 14.50369 17.27874 9.71666
C 14.87047 18.64156 9.86901
C 14.77089 19.19552 11.18279
C 14.50478 18.43839 12.28563
C 14.27906 17.08665 12.17525
C 14.33479 13.98643 12.62668
C 13.18012 13.71861 13.36801
C 13.34303 13.38020 14.69000
C 14.54490 13.32140 15.36178
C 15.72531 13.57716 14.62906
C 15.59234 13.94075 13.30397
C 15.09714 13.90859 9.51699
C 16.24194 14.48941 9.04976
C 17.03601 13.97150 7.99216
C 16.63052 12.69948 7.54546
C 15.51722 12.02654 8.14689
C 14.73978 12.67682 9.06835
H 14.47972 16.79342 8.73570
H 15.09858 19.18581 9.01980
H 15.02073 20.26646 11.25808
H 14.38838 18.87578 13.28917
H 14.01975 16.51200 13.03072
H 12.22676 13.65554 12.91959
H 12.34105 13.26843 15.29545
H 14.54601 12.86743 16.35053
H 16.70958 13.48445 15.03068
H 16.44837 14.16851 12.73565
H 16.56456 15.41829 9.41636
H 17.73316 14.61213 7.45337
H 17.13426 12.15260 6.74987
H 15.32764 11.00075 7.89010
H 13.74451 12.32605 9.41031
C 12.24405 8.80603 11.18213
N 12.33320 10.24150 11.24792
C 13.52558 10.78072 11.76734
C 11.22698 11.13795 11.03752
C 10.48446 11.94196 12.09955
C 10.15809 11.39338 13.32872
C 9.26261 12.04018 14.19096
C 8.64099 13.17974 13.69357
C 8.88465 13.71994 12.49108
C 9.95407 13.20749 11.70391
H 13.17214 8.44849 10.81027
H 11.46025 8.42053 10.50817
H 12.08811 8.38824 12.18464
H 13.69283 11.81664 11.31411
H 14.35072 10.16985 11.44341
H 13.48238 10.95243 12.83220
H 10.46214 10.51100 10.52853
H 11.66969 11.89687 10.32529
H 10.52597 10.35632 13.51588
H 9.02854 11.67210 15.21366
H 7.83447 13.72017 14.32314
H 8.34877 14.62557 12.19413
N 14.63961 16.12134 6.52267
H 15.28526 16.20261 5.66613
H 14.07194 16.93329 6.65298
H 14.05849 15.31243 6.49637
C 11.19175 7.14702 7.43290
C 11.14885 8.66284 7.41447
C 12.31770 9.45902 7.60066
C 12.18954 10.84358 7.56660
C 11.01202 11.43454 7.39041
C 9.86921 10.69427 7.11013
C 9.92240 9.30312 7.10976
S 10.96021 13.23622 7.27707
O 10.13190 13.47263 6.10764
O 12.29125 13.74225 7.29572
O 10.23237 13.53890 8.56511
H 11.83905 6.71370 8.20159
H 11.70661 6.76806 6.50894
H 10.24377 6.58172 7.43488
H 13.33398 8.98703 7.72794
H 13.13451 11.41770 7.59324
H 8.98221 11.21663 6.77916
H 9.03394 8.75377 6.86908
*
```